{"formula": "C4H11N2O5", "method": "wB97M-V/def2-TZVPD", "charge": 1, "e_homo_ev": -14.17, "e_above_lowest_ev": 0.0000, "lumo_energy_ev": -3.13, "elements": ["H", "H", "H", "C", "C", "O", "C", "O", "N", "O", "O", "H", "N", "C", "H", "H", "H", "O", "H", "H", "H", "H"], "coordinates": [[1.703707, 1.622297, -1.735921], [2.229652, 2.763686, -0.207103], [-3.596158, 0.478364, 0.686396], [1.508543, 2.003116, -0.625454], [0.616362, -1.589963, -0.274385], [1.189054, -2.333456, 0.620693], [-2.580493, 0.837913, 0.502903], [2.126637, -1.690198, 1.417284], [0.998666, -0.274775, -0.684279], [-1.758535, -0.197835, -0.025784], [1.376737, 0.786685, 1.387485], [-2.075139, 1.260309, 1.468415], [-0.061400, -2.245844, -1.141485], [1.319025, 0.862013, 0.198715], [2.560136, -2.342486, 2.017695], [-2.460993, 1.553480, -0.230184], [0.659601, 0.034821, -1.575504], [-0.964822, -0.852732, 0.956252], [-0.565865, -1.816267, -1.899170], [-0.134241, -3.234147, -1.017509], [-0.491387, -0.242436, 1.451461], [0.496040, 2.573273, -0.858238]], "forces_ev_per_angstrom": [[0.5, 1.3, 2.4], [-0.7, -1.0, -0.7], [0.2, 0.2, 0.0], [-0.8, 3.2, -4.1], [1.9, 3.8, -1.3], [-0.2, -1.5, 0.5], [1.2, -0.8, 3.3], [1.1, 1.5, 0.6], [0.4, -1.5, 2.8], [0.8, -0.2, -0.2], [-0.3, -0.1, 0.2], [-1.2, -0.7, -1.6], [-1.0, -1.4, -1.2], [-0.6, -2.3, 0.0], [-0.9, -0.4, -0.9], [-0.5, 1.8, -1.5], [-0.2, -0.4, -0.3], [-2.6, -3.0, -0.9], [-0.1, 0.1, 0.2], [-0.2, -0.5, -0.1], [1.4, 2.8, 1.6], [1.8, -1.1, 1.1]]}

{"formula": "C12H25As2BF10N3O5PdS2", "method": "wB97M-V/def2-TZVPD", "e_homo_ev": [-10.12, -10.11], "spin_multiplicity": 2, "e_above_lowest_ev": 0.0000, "lumo_energy_ev": [-1.74, -3.85], "s2": 0.756, "elements": ["N", "O", "C", "F", "F", "H", "F", "H", "C", "N", "F", "H", "Pd", "As", "F", "H", "H", "S", "H", "H", "As", "C", "F", "H", "C", "H", "S", "H", "H", "F", "N", "B", "H", "H", "F", "H", "C", "C", "C", "O", "H", "H", "H", "C", "H", "C", "H", "H", "H", "H", "O", "F", "H", "O", "F", "C", "C", "H", "H", "O", "C"], "coordinates": [[0.081122, 0.152852, 4.274789], [-1.700197, 1.079859, 6.283413], [1.492188, 1.488491, -2.663161], [4.079581, 0.420633, 1.323506], [2.753538, 2.224225, 2.327119], [1.261777, 1.867550, -1.670735], [0.191931, -4.542778, 0.983688], [2.592376, -0.335371, 2.981131], [-2.242856, 1.540301, -0.976388], [-0.497327, -0.135365, 2.179965], [4.741534, 2.780089, 0.967767], [1.874781, 5.717966, 6.320484], [-0.525467, -0.528817, 0.141317], [1.374767, -0.424378, -2.653216], [2.470802, 3.223589, 0.085178], [1.552689, -2.080848, -4.511625], [1.491772, -0.712872, 5.512738], [1.289411, 2.961806, 5.613695], [2.436927, 1.390948, 4.289218], [2.497438, 1.801852, -2.934508], [3.318773, 1.857884, 0.715995], [1.626119, -0.996419, -4.467417], [0.687459, -3.913372, -1.169814], [1.868526, -1.845263, 3.577994], [-1.176824, 0.689594, 4.099753], [3.672573, -1.099516, -2.028762], [-0.635801, -1.018971, -2.137309], [3.437791, 3.863402, 5.636864], [2.839533, 6.207974, 4.921107], [0.366565, -2.287485, 0.475334], [-2.009332, 1.259737, 5.122868], [-0.093064, -3.720880, -0.059476], [2.716036, 3.857962, 4.005717], [2.655794, -0.962040, -0.580336], [3.816485, 1.415041, -0.891686], [0.367499, 0.373702, 6.322944], [2.068964, 5.521097, 5.267293], [-1.524654, 0.514129, 2.807256], [2.007943, 1.357246, 5.289827], [-2.990986, 1.854198, 4.734243], [2.463551, -2.386305, -1.648205], [-3.104119, 0.864728, -0.933403], [1.158359, 5.711196, 4.701431], [2.695308, -1.323247, -1.603179], [0.764561, 1.833462, -3.396644], [0.975892, 0.241995, 5.434153], [2.800696, 1.217417, 6.024585], [-2.544170, 2.568471, -0.783803], [-1.826664, 1.425455, -1.983130], [-2.433335, 0.806149, 2.315360], [0.133391, 3.100045, 4.757647], [-1.424984, -3.548080, -0.320249], [0.855398, -0.548322, -5.090949], [-1.290570, 1.164911, -0.026625], [1.838757, 0.905212, 0.478323], [0.460635, -0.343889, 3.078258], [2.541797, 4.089152, 5.056747], [2.610251, -0.673505, -4.804143], [1.804096, -1.441042, 1.866789], [1.125827, 3.092053, 7.038567], [1.758752, -1.025865, 2.865451]], "forces_ev_per_angstrom": [[-0.1, 0.0, 0.0], [0.0, 0.0, 0.0], [0.0, 0.0, 0.0], [0.0, 0.0, 0.0], [0.0, 0.0, 0.0], [0.0, 0.0, 0.0], [0.0, 0.0, 0.0], [0.0, 0.0, 0.0], [0.0, 0.0, -0.2], [0.0, 0.0, 0.0], [0.0, 0.0, 0.0], [0.0, 0.0, 0.0], [0.0, -0.2, -0.2], [0.0, 0.0, 0.0], [0.0, 0.0, 0.0], [0.0, 0.0, 0.0], [0.0, 0.0, 0.0], [0.0, 0.0, 0.0], [0.0, 0.0, 0.0], [0.0, 0.0, 0.0], [0.0, 0.0, 0.0], [0.0, 0.0, 0.0], [0.0, 0.0, 0.0], [0.0, 0.0, 0.0], [0.0, 0.0, 0.0], [0.0, 0.0, 0.0], [0.1, 0.1, 0.2], [0.0, 0.0, 0.0], [0.0, 0.0, 0.0], [0.0, 0.0, 0.0], [0.0, 0.0, 0.0], [0.0, 0.1, 0.0], [0.0, 0.0, 0.0], [0.0, 0.0, 0.0], [0.0, 0.0, 0.0], [0.0, 0.0, 0.0], [0.0, 0.0, 0.0], [0.0, 0.0, 0.0], [0.0, 0.0, 0.0], [0.0, 0.0, 0.0], [0.0, 0.0, 0.0], [0.0, 0.0, 0.0], [0.0, 0.0, 0.0], [0.0, 0.0, 0.0], [0.0, 0.0, 0.0], [0.0, 0.0, 0.0], [0.0, 0.0, 0.0], [0.0, 0.0, 0.0], [0.0, 0.0, 0.0], [0.0, 0.0, 0.0], [0.0, 0.0, 0.0], [0.0, 0.0, 0.0], [0.0, 0.0, 0.0], [-0.1, 0.1, 0.1], [0.1, 0.0, 0.0], [0.0, 0.1, 0.0], [0.0, 0.0, 0.0], [0.0, 0.0, 0.0], [0.0, 0.0, 0.0], [0.0, 0.0, 0.0], [0.0, 0.0, 0.0]]}

{"formula": "C21H13F9N4OPt", "method": "wB97M-V/def2-TZVPD", "charge": 2, "e_homo_ev": [-14.26, -15.16], "spin_multiplicity": 5, "e_above_lowest_ev": 0.7695, "lumo_energy_ev": [-7.03, -10.57], "s2": 6.070, "elements": ["C", "H", "C", "H", "H", "C", "C", "F", "C", "C", "H", "H", "H", "N", "N", "C", "H", "H", "F", "Pt", "C", "F", "C", "C", "F", "C", "C", "H", "C", "C", "C", "F", "C", "F", "N", "F", "C", "F", "O", "C", "H", "C", "C", "C", "H", "H", "N", "F", "H"], "coordinates": [[-2.195952, 1.928694, -2.015491], [-2.751958, 3.395606, -3.480965], [2.527438, 1.575093, 0.779535], [-3.116311, -3.840358, -1.081546], [2.958624, -1.765631, 1.827101], [2.936273, -3.957555, 1.759787], [-1.105154, 4.089855, -0.666355], [3.785813, 3.038075, 2.185325], [2.186837, -5.085531, 1.463911], [-4.476736, -2.264651, -1.343441], [-2.609582, 1.129784, -2.626222], [0.238905, -5.685577, 0.777881], [2.527811, -6.098643, 1.614385], [1.280354, -2.421417, 0.960378], [-1.529130, 0.400777, -0.262792], [-1.610294, 1.709587, -0.736297], [-4.053391, 1.028439, -0.685890], [-5.131613, -3.048307, -1.736006], [2.742253, 1.368881, 3.119707], [0.146479, -0.641268, 0.463291], [0.514121, -3.592672, 0.749053], [2.025988, 2.221215, -1.444774], [-2.199823, -1.873233, -0.460805], [-2.531295, -0.450970, -0.476698], [1.616958, 3.019085, 2.363804], [-4.814790, -0.936553, -1.162414], [2.437117, -2.620449, 1.535954], [-1.983278, 5.331100, -2.148486], [2.566157, 2.694072, -0.319961], [-1.767890, 4.315691, -1.799135], [-3.797023, -0.016854, -0.779288], [1.855238, 3.797375, 0.006652], [-0.995852, 2.745846, -0.108768], [3.736984, -0.223494, 1.657321], [-0.990679, -2.126972, -0.031535], [3.494559, -0.211307, -0.481913], [0.921184, -4.889575, 1.014346], [4.875335, 1.145919, 0.487364], [1.232186, 0.985894, 0.814826], [2.709816, 2.282654, 2.138277], [-5.853116, -0.692429, -1.357898], [-2.210756, 3.267659, -2.547250], [-3.197531, -2.759374, -0.957360], [3.689470, 0.582195, 0.576225], [-0.627951, 4.913712, -0.182481], [3.954387, -4.035582, 2.162405], [-0.702130, -3.460386, 0.178772], [3.805029, 3.100600, -0.595856], [-0.513083, 2.630977, 0.853332]], "forces_ev_per_angstrom": [[0.0, 2.4, -1.1], [0.3, 0.1, 0.0], [-0.4, 0.1, -0.3], [0.8, 0.4, 0.3], [0.8, 0.5, 0.3], [0.8, 1.0, 0.2], [1.5, -2.9, 3.2], [0.0, -0.1, -0.1], [0.6, 0.0, 0.5], [1.5, -0.9, 0.5], [0.3, 0.1, 0.2], [-0.1, -0.1, 0.0], [0.4, 0.1, 0.1], [-1.1, -0.3, 0.2], [2.3, 1.2, 1.0], [-0.2, -1.3, -1.3], [0.0, 0.0, 0.1], [-0.2, 0.7, 0.2], [0.2, 0.4, 0.0], [0.8, -0.4, 0.0], [-2.3, 1.9, -1.6], [0.0, -0.4, 0.0], [-1.8, 1.3, -0.6], [-1.0, -1.0, -0.9], [0.2, 0.2, 0.1], [-0.2, -1.2, -0.5], [-0.2, -2.5, 0.0], [0.4, -0.3, 0.1], [-0.3, 1.2, -1.1], [-1.1, 1.5, -2.1], [-0.8, 0.0, 0.3], [0.4, -0.9, 0.1], [0.5, 3.8, 0.2], [0.3, 0.2, -0.1], [0.0, -0.8, 0.2], [-0.3, 0.3, -0.1], [0.0, -0.3, -0.3], [-0.2, 0.1, -0.1], [0.7, 0.0, -0.3], [-1.0, -0.1, 1.4], [0.2, 0.6, 0.1], [-1.6, -3.7, 0.1], [-1.5, -0.3, -0.5], [0.5, -0.7, 0.1], [0.1, 0.2, 0.6], [-0.5, 0.0, -0.1], [1.7, 0.0, 0.8], [-0.5, -0.4, 0.3], [0.0, -0.1, -0.1]]}